[1]
The following is a quantum chemistry calculation of C28H46ClN2O2PRbSi4 as an isolated structure, from the Open Molecules 2025 dataset.

Positions of all 85 atoms, in Å:
1 Rb 1.06 -0.75 -0.03
2 Cl 7.12 4.67 -0.82
3 C 5.75 3.61 -0.49
4 C 4.50 4.18 -0.19
5 C 3.43 3.38 0.06
6 C 3.51 1.94 0.03
7 O 2.50 1.23 0.21
8 C 4.82 1.39 -0.24
9 C 5.12 0.00 -0.25
10 N 4.36 -0.99 0.10
11 C 4.93 -2.26 0.16
12 C 6.27 -2.51 0.36
13 C 6.79 -3.82 0.39
14 C 5.98 -4.90 0.26
15 C 4.58 -4.71 0.12
16 C 3.68 -5.79 0.05
17 C 2.34 -5.54 -0.02
18 C 1.90 -4.20 -0.02
19 N 2.71 -3.18 0.02
20 C 4.05 -3.39 0.08
21 C 5.90 2.26 -0.52
22 H 4.40 5.26 -0.17
23 H 2.46 3.81 0.28
24 H 6.14 -0.22 -0.60
25 H 6.96 -1.69 0.52
26 H 7.86 -3.95 0.54
27 H 6.37 -5.91 0.29
28 H 4.07 -6.80 0.07
29 H 1.62 -6.35 -0.06
30 H 0.84 -3.97 -0.05
31 H 6.87 1.83 -0.75
32 C -5.37 1.88 -0.06
33 Si -3.80 0.81 -0.15
34 C -4.00 -0.14 -1.78
35 C -4.07 -0.48 1.23
36 Si -1.64 1.67 -0.01
37 Si -1.63 3.30 -1.68
38 C -3.10 4.50 -1.83
39 C -0.10 4.41 -1.58
40 C -1.51 2.47 -3.39
41 Si -1.69 2.87 1.99
42 C -1.58 1.67 3.46
43 C -3.19 3.98 2.39
44 C -0.18 3.98 2.19
45 H -6.26 1.25 -0.13
46 H -5.41 2.61 -0.88
47 H -5.43 2.44 0.87
48 H -4.96 -0.67 -1.84
49 H -3.18 -0.86 -1.89
50 H -3.94 0.54 -2.63
51 H -5.02 -1.00 1.13
52 H -4.06 0.00 2.21
53 H -3.25 -1.20 1.22
54 H -3.23 5.07 -0.91
55 H -4.03 3.96 -2.02
56 H -2.95 5.20 -2.66
57 H -0.08 5.00 -0.66
58 H -0.07 5.10 -2.43
59 H 0.81 3.80 -1.60
60 H -2.45 1.99 -3.66
61 H -0.73 1.71 -3.39
62 H -1.27 3.21 -4.16
63 H -2.50 1.08 3.57
64 H -1.41 2.20 4.40
65 H -0.76 0.97 3.31
66 H -4.11 3.39 2.42
67 H -3.32 4.75 1.63
68 H -3.07 4.47 3.36
69 H 0.74 3.39 2.10
70 H -0.18 4.47 3.17
71 H -0.14 4.77 1.43
72 C -2.70 -4.34 1.52
73 P -2.22 -3.93 -0.18
74 C -1.66 -5.49 -0.91
75 C -3.76 -3.56 -1.03
76 O -1.20 -2.85 -0.24
77 H -3.42 -5.16 1.54
78 H -3.15 -3.45 1.97
79 H -1.81 -4.61 2.08
80 H -2.42 -6.26 -0.83
81 H -0.75 -5.82 -0.40
82 H -1.43 -5.31 -1.96
83 H -4.48 -4.37 -0.91
84 H -3.56 -3.40 -2.09
85 H -4.17 -2.63 -0.63

The charge is -1. Its gap between HOMO and LUMO is 5.05 eV.

[2]
The following is a quantum chemistry calculation of C50H48N4O4Pt as an isolated structure, from the Open Molecules 2025 dataset.

Positions of all 107 atoms, in Å:
1 Pt 1.80 0.61 0.01
2 C 4.65 -0.72 -0.09
3 C 3.87 -1.51 -1.14
4 C 2.66 -2.17 -0.56
5 C 2.65 -3.63 -0.42
6 C 1.50 -4.30 -0.34
7 C 0.24 -3.51 -0.41
8 C 0.46 -2.16 0.26
9 N 1.63 -1.46 -0.24
10 N 4.01 0.56 0.28
11 C 4.36 1.65 -0.68
12 C 3.48 2.85 -0.43
13 C 3.86 4.14 -0.74
14 C 2.97 5.18 -0.48
15 C 1.75 4.89 0.11
16 C 1.44 3.57 0.39
17 N 2.28 2.58 0.11
18 C 4.50 0.96 1.62
19 C 3.77 0.34 2.80
20 C 4.42 0.15 4.01
21 C 3.67 -0.34 5.07
22 C 2.33 -0.62 4.88
23 C 1.78 -0.41 3.63
24 N 2.49 0.07 2.61
25 H 5.67 -0.52 -0.45
26 H 4.74 -1.31 0.82
27 H 4.52 -2.26 -1.57
28 H 3.54 -0.85 -1.95
29 H 3.61 -4.14 -0.45
30 H 1.50 -5.38 -0.34
31 H -0.01 -3.34 -1.47
32 H 0.61 -2.31 1.35
33 H 4.19 1.28 -1.70
34 H 5.41 1.91 -0.59
35 H 4.83 4.33 -1.18
36 H 3.24 6.20 -0.72
37 H 1.04 5.67 0.34
38 H 0.50 3.27 0.82
39 H 4.44 2.05 1.70
40 H 5.56 0.71 1.69
41 H 5.47 0.37 4.12
42 H 4.14 -0.50 6.04
43 H 1.72 -1.00 5.69
44 H 0.74 -0.62 3.43
45 C -5.28 1.12 -1.22
46 C -4.34 0.73 -0.09
47 C -4.90 1.05 1.28
48 O -4.07 -0.70 -0.17
49 C -2.77 -0.90 -0.68
50 C -2.33 0.52 -1.13
51 O -3.07 1.33 -0.24
52 C -0.90 1.15 -1.33
53 O -0.14 1.22 -0.16
54 C -0.12 0.46 -2.46
55 C -0.49 -0.73 -3.06
56 C 0.30 -1.32 -4.05
57 C 1.46 -0.71 -4.47
58 C 1.82 0.51 -3.92
59 C 1.05 1.09 -2.93
60 C -1.27 2.59 -1.77
61 C -1.50 2.90 -3.11
62 C -1.87 4.18 -3.49
63 C -2.04 5.17 -2.53
64 C -1.84 4.86 -1.19
65 C -1.47 3.58 -0.82
66 C -1.91 -1.68 0.34
67 O -0.59 -1.32 -0.03
68 C -2.18 -1.30 1.80
69 C -1.65 -0.09 2.24
70 C -1.88 0.34 3.54
71 C -2.64 -0.43 4.41
72 C -3.18 -1.64 3.97
73 C -2.94 -2.07 2.67
74 C -2.16 -3.16 0.14
75 C -1.02 -4.11 0.28
76 C -1.31 -5.52 -0.05
77 C -2.55 -5.94 -0.39
78 C -3.60 -4.99 -0.42
79 C -3.41 -3.64 -0.18
80 H -6.25 0.64 -1.08
81 H -4.88 0.83 -2.19
82 H -5.42 2.20 -1.21
83 H -5.80 0.45 1.45
84 H -5.17 2.10 1.33
85 H -4.17 0.83 2.05
86 H -2.85 -1.52 -1.58
87 H -2.76 0.61 -2.14
88 H -1.41 -1.23 -2.78
89 H -0.02 -2.25 -4.51
90 H 2.06 -1.16 -5.26
91 H 2.69 1.04 -4.30
92 H 1.27 2.09 -2.59
93 H -1.38 2.14 -3.87
94 H -2.04 4.40 -4.53
95 H -2.33 6.17 -2.83
96 H -2.00 5.62 -0.44
97 H -1.37 3.33 0.22
98 H -1.08 0.52 1.55
99 H -1.48 1.28 3.87
100 H -2.83 -0.09 5.42
101 H -3.78 -2.24 4.63
102 H -3.39 -3.00 2.36
103 H -0.79 -4.11 1.37
104 H -0.49 -6.23 0.02
105 H -2.75 -6.98 -0.62
106 H -4.59 -5.34 -0.66
107 H -4.24 -2.95 -0.25

The charge is +2. Its gap between HOMO and LUMO is 4.93 eV.